No. 1
The following is a quantum chemistry calculation of 2 unconnected molecules or ions with the total composition C5H10O, from the Open Molecules 2025 dataset.

Kohn-Sham gap: 10.564 eV
LUMO: 1.09 eV
HOMO level: -0.34799 hartree
SMILES string: C=CC.CC=O

Each line ends with the natural charge from an NBO analysis.
Element x y z (Å)
C1 0.519 -0.826 -1.170  -0.445
C2 -0.710 -0.966 -0.688  -0.148
C3 -1.849 -0.035 -0.991  -0.658
H1 1.302 -1.551 -0.965  0.198
H2 0.788 0.021 -1.801  0.187
H3 -0.933 -1.801 -0.023  0.204
H4 -2.500 0.105 -0.124  0.231
H5 -2.451 -0.447 -1.808  0.221
H6 -1.484 0.949 -1.307  0.205
C4 1.649 0.409 1.199  -0.721
C5 0.245 0.906 1.257  0.460
O1 -0.679 0.299 1.742  -0.544
H7 2.240 0.830 0.380  0.228
H8 1.728 -0.677 1.238  0.238
H9 2.001 0.826 2.144  0.239
H10 0.133 1.957 0.918  0.103

No. 2
The following is a quantum chemistry calculation of a molecular structure, C33H35F5IrN4P2S, from the Open Molecules 2025 dataset.

Kohn-Sham gap (spin up / spin down): 4.015 / 2.737 eV
spin multiplicity: 6
LUMO (spin up / spin down): -5.78 / -10.30 eV
HOMO level (spin up / spin down): -0.36005 / -0.47922 hartree
total charge: +2

Each line ends with the Löwdin charge.
Element x y z (Å)
Ir1 -0.725 -2.462 0.082  0.700
C1 4.154 5.030 -0.851  -0.077
C2 3.480 4.677 0.250  -0.094
C3 2.256 5.290 0.879  -0.148
C4 1.403 6.230 0.000  -0.127
C5 0.866 5.557 -1.240  0.085
C6 1.465 5.379 -2.423  0.085
C7 2.834 5.796 -2.892  -0.116
C8 3.874 6.162 -1.810  -0.168
C9 -2.011 -3.680 -1.065  -0.321
H1 5.006 4.405 -1.119  0.115
H2 3.861 3.810 0.793  0.099
H3 2.555 5.830 1.791  0.139
H4 1.617 4.466 1.228  0.112
H5 0.554 6.567 0.607  0.133
H6 1.971 7.129 -0.246  0.124
H7 -0.134 5.137 -1.135  0.145
H8 0.887 4.851 -3.183  0.145
H9 2.732 6.644 -3.587  0.157
H10 3.240 4.973 -3.498  0.147
H11 4.807 6.419 -2.324  0.129
H12 3.562 7.065 -1.282  0.109
H13 -1.471 -4.530 -1.521  -0.005
H14 -2.504 -3.098 -1.870  -0.021
H15 -2.799 -4.077 -0.392  0.016
P1 -1.903 -0.539 -0.409  0.882
P2 0.586 -1.049 1.352  0.805
N1 -1.994 -0.044 -2.069  -0.252
N2 -3.593 -0.375 0.014  -0.239
N3 1.988 -0.407 0.545  -0.242
N4 1.188 -1.521 2.912  -0.257
C10 -1.129 0.937 0.444  -0.341
C11 -0.388 0.494 1.717  -0.340
C12 -1.264 -0.665 -3.087  -0.140
C13 -1.409 0.089 -4.234  -0.074
C14 -2.248 1.208 -3.915  -0.077
C15 -2.590 1.114 -2.581  -0.124
C16 -4.570 -1.296 -0.370  -0.124
C17 -5.704 -1.059 0.384  -0.059
C18 -5.411 0.019 1.281  -0.063
C19 -4.108 0.414 1.045  -0.136
C20 2.692 -1.150 -0.409  -0.130
C21 3.749 -0.384 -0.857  -0.064
C22 3.702 0.869 -0.163  -0.077
C23 2.617 0.834 0.691  -0.148
C24 2.123 -0.869 3.719  -0.112
C25 2.138 -1.500 4.948  -0.061
C26 1.178 -2.564 4.904  -0.061
C27 0.608 -2.561 3.646  -0.160
H16 -1.880 1.723 0.644  0.078
H17 -0.411 1.340 -0.298  0.088
H18 0.246 1.304 2.123  0.082
H19 -1.095 0.195 2.515  0.100
H20 -0.715 -1.585 -2.874  0.096
H21 -0.971 -0.143 -5.207  0.110
H22 -2.578 1.993 -4.600  0.108
H23 -3.223 1.736 -1.945  0.117
H24 -4.362 -2.020 -1.159  0.106
H25 -6.651 -1.594 0.292  0.114
H26 -6.089 0.468 2.009  0.112
H27 -3.502 1.188 1.518  0.097
H28 2.347 -2.152 -0.671  0.083
H29 4.479 -0.687 -1.613  0.113
H30 4.388 1.711 -0.285  0.093
H31 2.235 1.584 1.384  0.095
H32 2.717 -0.043 3.327  0.106
H33 2.787 -1.240 5.789  0.113
H34 0.946 -3.270 5.705  0.114
H35 -0.148 -3.195 3.180  0.061
F1 -3.163 -8.853 0.231  0.138
C28 -2.285 -7.826 0.341  -0.099
C29 -1.207 -7.730 -0.544  -0.090
F2 -1.041 -8.665 -1.513  0.148
C30 -0.301 -6.671 -0.432  -0.228
F3 0.741 -6.589 -1.297  0.101
C31 -0.472 -5.697 0.566  -0.484
S1 0.717 -4.351 0.684  0.825
C32 -1.552 -5.800 1.457  -0.199
F4 -1.736 -4.875 2.429  0.098
C33 -2.456 -6.863 1.341  -0.105
F5 -3.502 -6.959 2.200  0.139

No. 3
The following is a quantum chemistry calculation of a molecular structure, C40H37IN2O2SSiTi, from the Open Molecules 2025 dataset.

Kohn-Sham gap (spin up / spin down): 5.311 / 5.766 eV
spin multiplicity: 2
LUMO (spin up / spin down): 2.34 / 2.33 eV
HOMO level (spin up / spin down): -0.10908 / -0.12617 hartree
total charge: -1

Each line ends with the Löwdin charge.
Element x y z (Å)
Ti1 0.234 0.030 0.121  0.979
C1 3.749 -3.519 3.120  -0.057
C2 3.383 -3.007 4.513  -0.553
C3 4.633 -2.366 5.132  -0.050
C4 2.953 -4.207 5.367  -0.053
C5 2.249 -1.980 4.479  -0.172
C6 1.790 -1.412 5.671  -0.058
C7 0.762 -0.480 5.678  -0.090
C8 0.174 -0.116 4.481  -0.469
S1 -1.113 1.047 4.213  1.034
C9 -1.071 0.674 2.480  -0.568
N1 -0.025 -0.189 2.144  -0.089
C10 0.614 -0.669 3.274  -0.295
C11 1.656 -1.594 3.283  0.044
C12 -1.921 1.132 1.527  -0.303
C13 -2.817 2.248 1.744  -0.066
C14 -3.339 2.919 0.701  -0.092
C15 -3.022 2.527 -0.664  -0.098
C16 -2.335 1.400 -0.912  -0.150
C17 -1.863 0.490 0.160  -0.352
H1 4.561 -4.246 3.201  0.087
H2 4.087 -2.715 2.463  0.081
H3 2.905 -4.014 2.634  0.089
H4 5.453 -3.088 5.162  0.080
H5 4.447 -2.023 6.151  0.073
H6 4.955 -1.506 4.541  0.090
H7 3.754 -4.950 5.409  0.080
H8 2.066 -4.681 4.942  0.090
H9 2.715 -3.907 6.389  0.072
H10 2.242 -1.695 6.614  0.100
H11 0.427 -0.045 6.612  0.102
H12 1.984 -2.000 2.341  0.076
H13 -3.009 2.581 2.759  0.093
H14 -3.975 3.779 0.871  0.091
H15 -3.362 3.147 -1.484  0.098
H16 -2.149 1.106 -1.942  0.114
O1 0.334 1.279 -3.633  0.061
C18 0.448 1.193 -2.424  -0.580
O2 0.421 0.024 -1.770  -0.176
C19 0.613 2.323 -1.508  -0.229
C20 0.621 3.639 -1.971  -0.016
C21 0.779 4.677 -1.097  -0.034
C22 1.030 4.383 0.284  -0.162
C23 1.312 5.387 1.220  -0.055
C24 1.605 5.086 2.536  -0.108
C25 1.640 3.755 2.940  -0.089
C26 1.360 2.743 2.041  -0.056
C27 1.024 3.032 0.711  -0.211
N2 0.708 2.008 -0.169  -0.031
H17 0.492 3.782 -3.035  0.117
H18 0.768 5.708 -1.428  0.098
H19 1.301 6.418 0.883  0.103
H20 1.818 5.879 3.242  0.091
H21 1.881 3.497 3.964  0.100
H22 1.398 1.711 2.359  0.072
I1 3.516 0.295 0.206  1.141
C28 3.622 -1.719 -0.280  -0.636
C29 4.853 -2.245 -0.560  -0.174
C30 4.987 -3.619 -0.833  -0.093
C31 3.888 -4.425 -0.792  -0.049
C32 2.609 -3.897 -0.492  -0.178
C33 1.495 -4.768 -0.398  -0.051
C34 0.274 -4.275 -0.057  -0.066
C35 0.121 -2.887 0.170  -0.131
C36 1.138 -1.973 0.057  -0.186
C37 2.436 -2.505 -0.251  -0.244
H23 5.727 -1.609 -0.559  0.082
H24 5.965 -4.026 -1.058  0.098
H25 3.977 -5.489 -0.980  0.106
H26 1.643 -5.825 -0.586  0.105
H27 -0.581 -4.933 0.038  0.102
H28 -0.874 -2.557 0.448  0.042
C38 -4.830 -0.368 0.021  -0.172
Si1 -3.057 -0.991 0.107  0.532
C39 -2.958 -1.998 1.703  -0.165
C40 -2.767 -2.034 -1.437  -0.166
H29 -5.521 -1.212 0.110  0.028
H30 -5.034 0.146 -0.918  0.029
H31 -5.036 0.328 0.837  0.029
H32 -3.300 -3.023 1.536  0.032
H33 -3.627 -1.542 2.438  0.036
H34 -1.967 -2.034 2.154  0.016
H35 -3.102 -3.063 -1.286  0.029
H36 -1.724 -2.060 -1.758  0.022
H37 -3.348 -1.617 -2.264  0.031

F_max (hartree/bohr)
0.01263, 0.11533, 0.00614
Energy above the lowest of the compared OMol25 structures with the same formula, charge and spin (eV)
1.576, 0.000, 0.000